{"formula": "C16H33BIO6", "method": "the ωB97M-V functional and the def2-TZVPD basis", "fmax_ev_per_a": 3.02, "gap_ev": 6.91, "total_charge": -1, "e_lumo_ev": 2.30, "e_tot_ha": -1403.50099, "homo_energy_ev": -4.6, "elements": ["C", "C", "C", "C", "C", "C", "C", "O", "B", "O", "C", "I", "H", "H", "H", "H", "H", "H", "H", "H", "H", "H", "H", "H", "H", "H", "H", "H", "H", "O", "C", "O", "C", "C", "C", "H", "H", "H", "H", "H", "H", "H", "H", "O", "C", "O", "C", "C", "C", "H", "H", "H", "H", "H", "H", "H", "H"], "xyz": [[-0.43423, 2.04527, -1.72544], [1.12142, 1.87424, -1.48449], [1.47172, 0.39016, -1.81855], [2.76722, -0.13275, -1.11659], [2.59648, -1.56461, -0.50448], [2.84504, -1.59649, 1.02078], [1.79452, -0.80890, 1.84741], [2.27424, -0.14208, 2.96556], [1.01627, 0.57748, 3.38927], [0.03352, -0.55258, 3.30352], [0.55957, -1.56626, 2.49230], [-0.91204, -1.85053, 0.89039], [-0.91278, 1.08663, -1.98601], [-0.90957, 2.44818, -0.81364], [-0.63847, 2.74340, -2.55940], [1.59836, 2.52005, -2.25403], [1.37649, 2.17036, -0.45808], [1.61659, 0.32781, -2.91362], [0.63503, -0.27741, -1.55689], [3.18625, 0.58556, -0.39006], [3.53912, -0.22884, -1.90820], [1.58231, -1.93526, -0.73196], [3.30200, -2.26252, -0.99065], [2.91011, -2.62735, 1.42430], [3.83593, -1.14143, 1.22123], [1.31925, -0.09287, 1.14021], [1.17118, 1.09171, 4.46438], [0.91181, 1.45282, 2.54599], [0.74324, -2.48887, 3.06020], [-1.41636, -8.49052, 0.66063], [-2.09727, -7.68223, 1.23218], [-1.53740, -6.56474, 1.70832], [-2.29313, -5.46053, 2.22732], [-2.62765, -5.66616, 3.69023], [-3.55454, -7.94437, 1.50317], [-3.17817, -5.27279, 1.61683], [-1.65692, -4.58354, 2.12355], [-3.25437, -6.54758, 3.84117], [-3.15283, -4.79680, 4.08725], [-1.71556, -5.82048, 4.26810], [-3.64480, -8.54893, 2.40524], [-3.96453, -8.49821, 0.66020], [-4.15444, -7.04295, 1.60754], [1.88815, 4.82691, -3.23926], [0.97059, 5.51240, -2.88849], [0.03941, 5.87867, -3.78734], [-1.18786, 6.51934, -3.43454], [-1.01516, 8.01998, -3.32028], [0.88802, 6.04377, -1.48405], [-1.61200, 6.07653, -2.53179], [-1.88182, 6.29523, -4.24440], [-0.31203, 8.28394, -2.52958], [-1.97107, 8.50064, -3.10658], [-0.61658, 8.42661, -4.25078], [1.49456, 6.94633, -1.40924], [1.28812, 5.28805, -0.81002], [-0.12498, 6.25651, -1.14884]]}